{"formula": "C21H43FNO40S11", "method": "the ωB97M-V functional and the def2-TZVPD basis", "species": ["C", "S", "O", "O", "N", "S", "O", "O", "C", "C", "F", "H", "H", "H", "H", "H", "H", "H", "C", "C", "O", "S", "O", "O", "O", "H", "H", "H", "H", "C", "C", "O", "S", "O", "O", "O", "H", "H", "H", "H", "C", "C", "O", "S", "O", "O", "O", "H", "H", "H", "H", "C", "C", "O", "S", "O", "O", "O", "H", "H", "H", "H", "C", "C", "O", "S", "O", "O", "O", "H", "H", "H", "H", "C", "C", "O", "S", "O", "O", "O", "H", "H", "H", "H", "C", "C", "O", "S", "O", "O", "O", "H", "H", "H", "H", "C", "C", "O", "S", "O", "O", "O", "H", "H", "H", "H", "C", "C", "O", "S", "O", "O", "O", "H", "H", "H", "H"], "xyz": [[-0.239854, 0.012807, 2.336802], [0.346069, -0.301790, 0.567751], [0.855928, 1.040777, 0.064080], [-0.910441, -0.803240, -0.180936], [1.510655, -1.569635, 0.584304], [2.539078, -1.535213, -0.794475], [3.401560, -2.822988, -0.735996], [3.554665, -0.375325, -0.789530], [1.643272, -1.612788, -2.434411], [1.032024, -0.202527, -2.936762], [2.069730, 0.818992, -3.205423], [-1.184492, 0.704634, 2.293956], [-0.500654, -0.972400, 2.889020], [0.553437, 0.629513, 2.930687], [0.833234, -2.438193, -2.436746], [2.454839, -1.912789, -3.224727], [0.551013, -0.407805, -3.986299], [0.174103, 0.208896, -2.280381], [2.834548, -6.975501, 2.276106], [1.492419, -6.750322, 1.588103], [1.381292, -5.337142, 1.440180], [2.870104, -4.706521, 1.226984], [3.085138, -4.520968, -0.180764], [3.061896, -3.660381, 2.187207], [3.720298, -6.014440, 1.707145], [2.763870, -6.779858, 3.350685], [3.216126, -7.986039, 2.115720], [0.656219, -7.142931, 2.169251], [1.482016, -7.196716, 0.588490], [-3.856214, -1.227464, -0.354729], [-3.827876, -2.679491, -0.807089], [-5.181192, -3.127600, -0.701408], [-6.176533, -1.879994, -1.005594], [-6.589294, -1.957361, -2.379983], [-7.107832, -1.766876, 0.082763], [-5.077914, -0.692683, -0.872569], [-3.887995, -1.154439, 0.736184], [-3.002088, -0.661883, -0.730691], [-3.168843, -3.293641, -0.192240], [-3.526166, -2.760504, -1.855858], [6.566299, 0.523004, -1.723517], [6.743980, 1.481254, -0.555462], [8.146248, 1.757492, -0.511842], [8.741481, 1.712629, -2.023221], [8.810727, 3.059387, -2.520000], [9.863421, 0.815736, -2.042071], [7.477315, 0.976782, -2.728417], [6.847723, -0.496490, -1.444215], [5.543673, 0.524541, -2.106085], [6.405220, 1.052967, 0.388880], [6.219435, 2.424497, -0.735526], [0.300600, 0.805511, 7.884262], [-1.217984, 0.898685, 7.814687], [-1.509999, 1.188353, 6.449178], [-0.386984, 0.484245, 5.506606], [-0.917634, -0.761809, 5.032172], [0.163241, 1.482757, 4.638576], [0.696796, 0.161584, 6.674404], [0.756227, 1.800015, 7.905880], [0.639639, 0.232586, 8.749396], [-1.617563, 1.676308, 8.467352], [-1.683887, -0.059845, 8.063889], [-3.758990, 3.754631, -0.496895], [-2.249288, 3.828912, -0.314526], [-2.045995, 3.824464, 1.098263], [-3.215384, 2.940648, 1.798506], [-2.700580, 1.620353, 2.033499], [-3.830060, 3.733204, 2.825412], [-4.221909, 2.870869, 0.524288], [-4.224143, 4.732316, -0.337937], [-4.037202, 3.376701, -1.482459], [-1.819522, 4.725472, -0.763354], [-1.757316, 2.943487, -0.729323], [7.277681, -1.733223, -6.673085], [7.037029, -0.287279, -6.261550], [5.722530, 0.018005, -6.723203], [4.814642, -1.328484, -6.660081], [4.057310, -1.301384, -5.440850], [4.215291, -1.532614, -7.948248], [6.028535, -2.394444, -6.477811], [7.539147, -1.803462, -7.733327], [8.057791, -2.208242, -6.075297], [7.766852, 0.396244, -6.697902], [7.044726, -0.180358, -5.172435], [8.356645, -3.708034, 2.649972], [8.351696, -2.659218, 1.544980], [6.976187, -2.460774, 1.226173], [6.083324, -2.675706, 2.569898], [5.815171, -1.385788, 3.141827], [5.052180, -3.631348, 2.282996], [7.230765, -3.400566, 3.470269], [8.215651, -4.712992, 2.240614], [9.275531, -3.682090, 3.239092], [8.908519, -2.980691, 0.663431], [8.756241, -1.707258, 1.903315], [-9.766365, 1.163902, 0.569570], [-10.139099, -0.300117, 0.382831], [-11.489102, -0.400818, 0.837510], [-12.257157, 0.997745, 0.528315], [-12.989123, 0.847577, -0.698529], [-12.861045, 1.462264, 1.744498], [-10.940333, 1.900922, 0.225131], [-9.523364, 1.379092, 1.614330], [-8.929764, 1.460611, -0.065560], [-9.490562, -0.969777, 0.949032], [-10.116985, -0.580990, -0.674532], [-7.253860, 6.368691, -2.350224], [-7.076856, 7.329093, -1.181888], [-5.677161, 7.601766, -1.134255], [-5.076196, 7.553383, -2.644509], [-5.003921, 8.898191, -3.142236], [-3.956925, 6.653440, -2.659017], [-6.341467, 6.818054, -3.351878], [-6.975176, 5.348870, -2.068416], [-8.275005, 6.371880, -2.735841], [-7.418779, 6.903102, -0.237508], [-7.598932, 8.273403, -1.364806]], "forces_ev_per_a": [[0.3, 0.1, 0.4], [-0.8, 0.6, -1.5], [-1.2, -3.1, 1.1], [2.6, 1.1, 1.6], [-0.6, 2.1, -2.1], [5.8, -0.6, 1.7], [-2.8, 9.4, -2.6], [-3.5, -1.7, -0.4], [0.1, 0.9, -1.4], [-0.5, -0.3, -1.2], [-2.0, -2.0, 0.8], [2.2, -1.8, -0.4], [0.7, 1.7, -1.4], [-1.2, -1.7, -1.8], [1.2, 1.5, 0.3], [-1.3, 0.5, 1.8], [1.0, 0.3, 1.8], [2.0, -0.4, -0.7], [-0.2, 0.1, 0.3], [0.2, -0.2, -0.4], [0.3, -0.3, 0.6], [-0.2, 1.1, -1.2], [-1.1, -6.7, 4.2], [-3.9, -1.6, -1.4], [-0.4, -0.3, 0.1], [-0.1, -0.1, 0.0], [0.1, 0.2, -0.1], [0.0, 0.3, 0.0], [0.0, -0.1, 0.1], [0.8, -0.2, 0.6], [0.7, 0.4, -0.4], [-1.1, 0.7, 0.2], [1.2, 0.0, -0.1], [-0.2, 0.2, 1.2], [0.2, -0.2, -1.0], [-1.2, -0.9, -0.5], [0.1, 0.0, -0.1], [-0.2, 0.0, 0.1], [-0.3, 0.0, 0.0], [0.0, 0.0, 0.1], [-0.6, -0.6, 0.7], [-1.0, 0.1, -0.2], [0.9, -0.4, -0.9], [-0.8, -0.1, 0.3], [0.4, -1.2, 0.2], [-0.5, 0.9, -0.1], [1.1, 0.9, 0.2], [-0.1, 0.1, 0.0], [0.2, 0.0, 0.0], [0.2, 0.0, -0.1], [0.0, -0.1, 0.0], [0.0, 0.5, 0.3], [0.0, -0.5, 0.4], [0.8, 0.0, -0.4], [-0.1, -0.1, 0.0], [0.6, 1.2, 0.6], [-0.7, -0.6, 1.3], [-0.8, -0.1, -0.4], [-0.1, 0.0, 0.1], [0.0, -0.1, -0.3], [0.0, 0.0, -0.3], [0.1, 0.1, 0.1], [0.1, 0.7, -0.3], [0.1, -0.5, -0.8], [-1.1, -0.2, 0.7], [0.4, 0.3, -0.4], [-1.4, 1.4, 0.1], [0.6, -0.8, -0.6], [0.6, -0.3, 0.7], [0.1, 0.0, -0.1], [0.0, -0.2, 0.2], [0.0, 0.0, 0.3], [0.0, 0.1, 0.0], [0.4, 0.3, -0.4], [0.4, -0.2, 0.7], [-0.4, -0.8, -0.5], [-0.2, 0.2, 0.4], [0.5, -0.2, -1.4], [0.3, 0.2, 1.1], [-0.5, 0.6, 0.2], [0.0, 0.0, 0.1], [-0.3, -0.1, 0.0], [-0.3, 0.0, -0.1], [0.1, 0.0, -0.1], [0.1, -0.3, -0.4], [0.3, 0.3, 0.3], [-0.2, -0.4, 0.5], [-0.8, -0.1, -0.4], [0.2, -1.2, -0.3], [4.9, 1.6, 0.8], [0.0, 0.6, -0.2], [0.1, 0.1, 0.0], [-0.2, 0.1, 0.1], [-0.3, 0.0, 0.0], [0.1, -0.1, 0.0], [0.5, -0.3, 0.5], [0.6, 0.0, -0.6], [-0.5, 1.1, 0.3], [0.2, -0.3, -0.1], [0.4, 0.4, 1.2], [0.2, -0.4, -1.1], [-0.8, -0.5, -0.2], [0.0, 0.0, -0.1], [-0.3, 0.1, 0.0], [-0.3, 0.1, 0.0], [0.1, 0.0, 0.1], [-0.2, -0.4, 0.5], [-0.6, 0.2, -0.2], [0.5, -0.5, -0.7], [0.0, 0.1, 0.0], [0.2, -1.3, 0.3], [-0.9, 1.0, 0.1], [0.5, 0.7, 0.4], [-0.1, 0.1, 0.0], [0.2, 0.1, -0.1], [0.3, 0.0, -0.1], [0.0, -0.1, 0.0]], "lumo_energy_ha": 0.048, "charge": -1, "fmax_ev_per_a": 10.16, "multiplicity": 1}